73
Properties=species:S:1:pos:R:3:forces:R:3 method="wB97M-V/def2-TZVPD" lumo_ev=1.424 orbital_gap_ev=5.2 charge=-1 e_above_lowest_kcal_mol=0.0
Mg 0.0245 0.0794 -0.0500 0.01 0.71 0.27
C -0.5115 3.0699 -0.2597 -0.09 0.10 0.03
C -1.7903 2.3283 -0.7279 0.02 0.09 -0.10
N -2.0212 1.1158 0.0697 0.04 -0.26 -0.18
C -2.4286 1.4422 1.4438 -0.03 -0.01 0.07
C -1.8211 0.5074 2.4902 -0.04 -0.15 -0.02
N -0.4555 0.1155 2.1550 0.06 0.01 -0.07
C 0.5915 1.0373 2.6273 0.06 0.12 0.05
C 0.5924 2.3544 1.8485 0.00 0.03 0.01
N 0.4463 2.1797 0.3861 -0.13 -0.10 0.14
H -0.0250 3.5224 -1.1267 -0.03 0.03 0.00
H -0.7806 3.9000 0.4026 0.00 -0.03 -0.02
H -2.6473 3.0115 -0.6796 0.00 -0.02 -0.02
H -1.6869 2.0038 -1.7611 0.02 0.02 -0.02
H -2.7288 0.5402 -0.3737 -0.03 0.08 -0.03
H -2.1127 2.4630 1.6439 0.00 0.02 -0.01
H -3.5191 1.4345 1.5334 0.01 0.00 0.04
H -1.8586 1.0106 3.4642 -0.06 -0.04 0.03
H -2.4183 -0.4035 2.5635 0.02 0.03 -0.05
H -0.2772 -0.8122 2.5207 0.11 0.00 0.00
H 0.4701 1.2560 3.6963 0.00 0.02 -0.02
H 1.5483 0.5406 2.4751 0.01 -0.02 0.01
H -0.2052 3.0094 2.2092 0.04 0.01 0.03
H 1.5451 2.8588 2.0371 -0.03 0.00 0.05
H 1.3922 2.3595 0.0030 0.03 0.01 -0.17
I -2.7209 -3.1445 0.8658 0.20 -0.06 -0.01
C -0.8278 -4.1865 0.7653 -0.35 -0.05 0.08
I 0.8801 -2.7937 0.5085 -0.27 -0.32 0.05
H -0.9280 -4.8699 -0.0702 0.02 -0.03 -0.07
H -0.7717 -4.7321 1.7003 0.05 -0.05 0.04
C 2.0716 -1.4036 -3.6193 0.01 -0.03 0.07
C 1.4182 -0.1062 -4.1020 0.00 0.03 -0.07
C 2.1672 1.0943 -3.5110 0.03 -0.02 0.04
C 1.5185 -0.0190 -5.6268 -0.04 -0.01 -0.01
P -0.3242 0.0370 -3.4132 0.16 0.00 0.08
C -0.9690 1.3990 -4.4783 -0.08 -0.06 -0.03
C -1.5750 1.2325 -5.7252 -0.05 -0.03 0.05
C -1.9881 2.3192 -6.4790 0.00 0.01 -0.01
C -1.7889 3.6109 -6.0134 0.00 0.01 0.00
C -1.1648 3.8011 -4.7918 -0.01 0.01 -0.01
C -0.7677 2.7062 -4.0375 0.09 0.03 0.02
C -1.3521 -1.4909 -3.8182 -0.03 0.04 -0.10
C -2.8236 -1.0891 -3.6649 0.00 0.02 0.01
C -1.0436 -2.5188 -2.7258 0.01 -0.02 0.04
C -1.1393 -2.1971 -5.1610 -0.04 -0.01 0.00
H 3.1501 -1.3279 -3.7793 0.00 -0.01 -0.02
H 1.6975 -2.2729 -4.1658 0.02 -0.01 0.00
H 1.9387 -1.5610 -2.5474 0.00 0.03 0.00
H 3.2221 1.0408 -3.7886 0.00 0.00 -0.02
H 2.1486 1.1027 -2.4204 -0.04 0.00 -0.01
H 1.7669 2.0398 -3.8811 0.03 0.02 0.00
H 2.5713 -0.1314 -5.8974 0.01 0.00 -0.01
H 1.1845 0.9502 -5.9997 0.00 0.00 0.01
H 0.9569 -0.7981 -6.1436 -0.01 -0.01 0.00
H -1.7219 0.2429 -6.1281 -0.01 0.00 -0.01
H -2.4542 2.1544 -7.4420 -0.01 0.00 -0.02
H -2.1047 4.4601 -6.6052 0.00 0.01 -0.01
H -0.9781 4.8009 -4.4218 0.01 0.01 0.00
H -0.2455 2.8779 -3.1062 -0.01 -0.02 0.05
H -3.0080 -0.6558 -2.6772 0.00 0.01 0.01
H -3.4521 -1.9788 -3.7536 -0.02 -0.03 0.00
H -3.1433 -0.3666 -4.4148 -0.02 -0.01 0.01
H -1.0920 -2.0860 -1.7256 -0.04 0.01 -0.02
H -0.0560 -2.9614 -2.8439 0.04 0.02 0.03
H -1.7902 -3.3173 -2.7655 0.01 -0.06 -0.02
H -1.4740 -1.6205 -6.0205 0.03 0.02 -0.01
H -1.7171 -3.1264 -5.1570 -0.03 -0.02 0.00
H -0.0960 -2.4648 -5.3119 0.00 -0.01 0.00
Se 3.4785 3.1998 -0.4951 0.13 -0.05 0.00
Sb 4.7292 1.0770 -0.2948 -0.70 0.16 -0.12
Se 2.3992 -0.4629 0.0368 0.81 -0.11 -0.21
Se 5.8429 0.6549 1.7559 0.12 0.00 0.35
Se 5.7473 0.3192 -2.3181 0.04 -0.10 -0.18

---

17
Properties=species:S:1:pos:R:3:forces:R:3 method="wB97M-V/def2-TZVPD" lumo_ev=-4.442 orbital_gap_ev=4.1 e_above_lowest_kcal_mol=172.8
O -0.2583 -2.9097 0.8326 0.11 1.23 -0.34
C 0.4713 -1.9710 0.4654 1.35 -0.79 0.55
O 1.6802 -1.9168 0.1747 -0.77 0.30 -0.18
C -0.2789 -0.5615 0.4745 -2.24 0.61 0.73
C 0.2435 0.4007 -0.6140 -2.08 3.05 -1.73
C 0.0554 1.9537 -0.4678 0.94 -2.55 -2.61
C -1.1121 2.6123 -1.0951 0.07 -2.87 -1.24
N -1.9156 1.8468 -1.8412 0.24 1.55 3.47
H 2.5539 -3.9458 3.1356 -0.89 0.81 -1.54
H -1.3485 -0.8401 0.3914 0.49 0.55 -0.13
H -0.1765 0.0527 1.3784 0.18 -0.95 0.46
H -0.2302 0.1546 -1.6120 -0.01 0.28 1.04
H 1.2372 0.1373 -0.6677 2.69 -0.14 0.03
H 0.9400 2.6152 -0.2793 -0.98 -0.73 0.84
H -1.2011 3.6874 -1.0677 -0.50 0.29 0.74
H -2.8480 2.2962 -1.7033 0.50 0.17 -1.64
H 2.1878 -3.6120 2.4956 0.88 -0.81 1.52

---

7
Properties=species:S:1:pos:R:3:forces:R:3 method="wB97M-V/def2-TZVPD" lumo_ev=-0.488 orbital_gap_ev=8.7 e_above_lowest_kcal_mol=98.4
C -1.2946 -1.5513 0.0520 0.91 -0.11 -0.03
C -1.9812 -0.1068 -0.0138 0.39 0.96 -0.49
N -0.1815 -0.8497 -0.1544 -1.36 -0.71 0.89
N -0.6681 0.4709 -0.2748 0.63 0.78 -0.63
O -2.9955 0.4911 0.0497 -0.25 -0.70 0.32
H 0.7905 -0.9390 0.0874 0.23 -0.96 -0.45
H -0.1728 1.0571 0.3808 -0.56 0.74 0.39

---

85
Properties=species:S:1:pos:R:3:forces:R:3 method="wB97M-V/def2-TZVPD" lumo_ev=-4.508 orbital_gap_ev=5.3 charge=+1
C -1.1400 -1.0380 -3.4842 0.19 -1.16 -0.32
C -1.1810 0.1268 -2.5969 1.51 1.87 -0.50
C -0.3884 1.2462 -2.9296 -0.36 -1.38 0.11
O 0.7820 1.2266 -3.5083 -0.42 0.38 0.33
Si 1.5775 2.3775 -4.5453 -0.23 -0.31 0.08
C 3.2371 1.5510 -4.6037 0.28 0.12 -0.22
C 0.6410 2.3508 -6.1430 0.07 -0.15 -0.10
C 1.5677 4.1205 -3.8930 0.11 0.16 0.19
O -0.9332 2.4213 -2.6471 -0.59 0.45 0.32
C -2.3768 2.1719 -2.3453 0.62 0.13 -0.35
C -2.4096 0.7005 -1.9913 -0.86 -0.64 1.18
H -1.4292 -1.9438 -2.9386 0.02 -0.06 -0.29
H -1.8044 -0.9561 -4.3641 0.15 0.10 0.33
H -0.1106 -1.1706 -3.8418 -0.29 -0.15 -0.03
H 3.9879 2.2673 -4.9688 -0.07 -0.28 0.07
H 3.5589 1.1804 -3.6195 -0.13 0.21 -0.22
H 3.2092 0.6961 -5.2952 0.03 0.22 0.17
H 1.0875 3.1037 -6.8076 -0.22 -0.17 0.03
H 0.6986 1.3714 -6.6310 -0.04 0.17 0.03
H -0.4159 2.5979 -5.9816 0.19 0.05 -0.09
H 2.4327 4.3135 -3.2471 -0.20 0.05 -0.12
H 1.6185 4.8371 -4.7275 0.00 -0.28 0.16
H 0.6488 4.3319 -3.3316 0.23 -0.03 -0.10
H -2.6797 2.8490 -1.5405 0.18 -0.10 -0.33
H -2.9155 2.3754 -3.2795 0.10 0.14 0.30
H -3.3175 0.1775 -2.3200 0.11 0.32 -0.01
H -2.3554 0.5715 -0.8941 -0.32 0.11 -0.24
C -3.1253 0.7702 4.1881 -0.32 0.15 -0.12
N -1.8003 0.2348 3.9621 0.18 -0.71 0.49
C -1.1582 -0.4961 4.9412 -1.15 0.10 0.72
O -1.5470 -0.6252 6.0979 0.88 0.33 -1.56
C 0.0771 -1.1156 4.2995 0.38 0.22 0.61
C 0.3829 -2.5395 4.7759 -0.03 -0.14 0.31
C -0.6980 -3.5480 4.4939 -0.15 -0.34 -0.09
C -1.8438 -3.5957 5.2954 -0.21 0.10 -0.14
C -2.9215 -4.4078 4.9422 0.13 -0.14 -0.19
C -2.8397 -5.2186 3.8020 0.13 0.20 0.03
C -1.6520 -5.2547 3.0624 -0.04 0.00 0.17
C -0.5732 -4.4466 3.4302 -0.37 0.29 -0.08
N -0.2104 -0.9598 2.8808 1.71 0.05 -1.19
C 0.5707 -1.3426 1.8587 -1.97 0.48 1.11
C 0.4625 -0.7034 0.6071 0.17 1.03 0.10
C -0.0151 -1.2736 -0.5810 0.66 -1.33 -0.70
C 0.8891 -1.9804 -1.4671 0.23 0.14 -1.07
C 0.5759 -3.3060 -1.8621 -0.31 0.66 0.10
C 1.3389 -3.9465 -2.8303 0.35 0.16 0.01
C 2.4188 -3.2669 -3.4158 -0.30 0.12 -0.01
C 2.8049 -1.9981 -2.9473 -0.18 0.03 0.17
C 2.0831 -1.3804 -1.9294 -0.16 -0.36 -0.03
C -1.3370 -0.0325 2.6097 -0.78 0.10 0.75
C -0.9093 1.1858 1.8695 -0.18 1.07 0.08
C -0.2106 2.1913 2.4413 -0.72 -0.49 -0.11
C 0.6779 3.0627 1.6919 0.19 1.13 -0.69
C 1.3422 4.1261 2.3443 -0.23 -0.46 -0.28
C 2.2110 4.9582 1.6473 0.02 -0.03 -0.53
C 2.4372 4.7568 0.2723 -0.15 -0.20 0.38
C 1.8100 3.6880 -0.3790 -0.15 0.09 0.21
C 0.9177 2.8708 0.3112 0.16 0.20 0.38
H -3.2505 0.9778 5.2541 0.10 -0.06 -0.24
H -3.2431 1.6941 3.6140 0.00 -0.08 0.13
H -3.9071 0.0593 3.8731 0.24 0.14 0.09
H 0.9381 -0.4684 4.5644 -0.32 -0.24 -0.10
H 1.3300 -2.8704 4.3387 -0.03 0.06 0.15
H 0.5067 -2.4579 5.8631 0.19 0.06 -0.21
H -1.8979 -2.9586 6.1793 -0.06 -0.18 -0.29
H -3.8284 -4.3985 5.5530 0.34 -0.05 -0.22
H -3.7004 -5.8151 3.4904 0.33 0.13 0.15
H -1.5614 -5.9082 2.1937 -0.05 0.11 0.28
H 0.3664 -4.4828 2.8755 -0.26 -0.02 0.02
H 1.2832 -2.1546 2.0464 -0.55 -0.20 -0.04
H 0.8143 0.3342 0.5626 0.22 -0.41 0.21
H -1.0847 -1.5363 -0.6228 0.50 -0.82 0.22
H -0.2725 -3.8035 -1.3739 0.25 0.20 -0.45
H 1.0605 -4.9564 -3.1433 0.22 0.38 0.05
H 2.9375 -3.7068 -4.2683 -0.03 0.04 0.36
H 3.6468 -1.4606 -3.3965 -0.24 -0.40 0.19
H 2.3980 -0.4262 -1.4965 -0.18 -0.21 -0.36
H -2.1031 -0.5767 2.0186 0.33 0.03 0.31
H -1.1819 1.2017 0.8145 0.54 -0.06 0.30
H -0.3278 2.3867 3.5144 0.62 -0.55 -0.16
H 1.1428 4.2789 3.4066 0.16 0.03 -0.27
H 2.7136 5.7751 2.1634 -0.15 -0.18 -0.13
H 3.0878 5.4335 -0.2865 -0.12 -0.27 0.25
H 1.9951 3.4853 -1.4349 -0.08 0.17 0.42
H 0.3894 2.0903 -0.2400 0.20 0.18 0.15

---

75
Properties=species:S:1:pos:R:3:forces:R:3 method="wB97M-V/def2-TZVPD" lumo_ev="-8.342 / -9.368" orbital_gap_ev="7.3 / 6.8" s2=0.826 spin_multiplicity=2 charge=+3 e_above_lowest_kcal_mol=0.0
Ru 0.1769 0.1839 1.5662 0.38 -0.07 -0.24
C -2.4195 -1.0995 3.3796 0.08 -0.17 -0.08
O -1.8681 -0.7718 2.0822 -0.32 0.22 -0.01
C -2.7653 -0.7563 1.0323 0.21 -0.11 -0.08
C -4.1231 -0.5784 1.1788 -0.01 0.03 -0.05
C -4.9222 -0.5268 0.0404 0.00 0.00 0.05
Br -6.7704 -0.2741 0.2113 0.04 0.00 -0.01
C -4.3454 -0.6331 -1.2058 -0.03 0.07 -0.04
C -2.9642 -0.8343 -1.3545 0.02 -0.01 0.06
C -2.1675 -0.9441 -0.2174 -0.17 0.04 0.01
O -0.8204 -1.2193 -0.1651 -0.07 -0.24 0.24
C -2.5068 -0.9302 -2.7484 0.03 -0.10 0.00
N -1.5353 -0.2581 -3.3792 -0.12 0.11 0.01
C -1.5576 -0.6021 -4.7383 -0.01 -0.03 -0.05
C -0.7653 -0.1938 -5.8084 -0.02 -0.02 0.01
C -1.0811 -0.7322 -7.0385 0.02 0.02 0.00
C -2.1379 -1.6436 -7.2046 -0.02 -0.02 0.00
C -2.9190 -2.0521 -6.1450 0.03 0.01 0.01
C -2.5990 -1.5071 -4.9066 0.02 0.03 -0.03
N -3.1561 -1.6764 -3.6464 0.06 -0.03 0.08
H -2.9170 -2.0658 3.3120 -0.01 0.01 0.03
H -3.1242 -0.3389 3.7105 0.01 0.02 0.01
H -1.5776 -1.1582 4.0612 -0.01 0.00 0.01
H -4.5803 -0.4738 2.1510 0.00 0.01 0.02
H -4.9646 -0.5179 -2.0853 0.00 -0.02 0.00
H -0.4067 -1.3776 -1.0295 -0.02 0.11 -0.01
H 0.0530 0.5049 -5.7028 0.00 0.01 0.00
H -0.5001 -0.4444 -7.9036 0.00 0.00 0.00
H -2.3425 -2.0319 -8.1925 0.00 0.00 0.00
H -3.7319 -2.7532 -6.2725 -0.01 0.00 0.00
H -3.9125 -2.3022 -3.4080 -0.01 0.01 -0.01
N 1.9121 2.7089 1.7551 0.17 -0.22 0.12
P 2.0798 1.2123 1.0157 -0.23 0.68 -1.10
C 3.7809 1.1267 0.4802 0.05 -0.34 0.57
C 4.1471 1.4633 -0.8252 0.02 0.12 0.00
C 5.4884 1.4819 -1.1672 0.02 0.00 0.00
C 6.4579 1.1658 -0.2229 0.00 0.00 0.00
C 6.0965 0.8365 1.0773 -0.02 0.00 -0.02
C 4.7587 0.8146 1.4309 0.00 -0.08 0.03
C 1.0533 1.0943 -0.4274 -0.12 0.08 -0.04
C -0.1563 1.8151 -0.6417 -0.16 0.05 0.17
C -0.9785 1.5458 -1.7014 0.09 -0.06 0.00
C -0.5206 0.6628 -2.8263 0.07 -0.01 0.03
C 0.7043 -0.1451 -2.5013 0.07 0.03 0.01
C 1.4099 0.0521 -1.3853 0.06 -0.02 -0.05
C 0.9190 2.8612 2.6984 0.09 0.12 -0.03
C 0.8267 4.0027 3.4939 0.00 -0.02 -0.05
C -0.1827 4.0833 4.4217 0.00 -0.03 -0.01
C -1.0792 3.0188 4.5395 -0.01 0.05 0.03
C -0.9200 1.9332 3.7251 -0.06 -0.10 -0.11
N 0.0587 1.8373 2.7916 -0.01 -0.17 0.37
H 2.6462 3.4025 1.7100 -0.02 0.01 -0.05
H 3.4066 1.7401 -1.5632 -0.03 0.00 0.00
H 5.7814 1.7533 -2.1720 0.00 0.00 0.00
H 7.5029 1.1836 -0.5020 0.00 0.00 0.00
H 6.8549 0.5972 1.8097 0.00 0.00 0.00
H 4.4777 0.5556 2.4455 0.00 0.00 0.00
H -0.4191 2.6241 0.0327 -0.02 0.00 -0.02
H -1.9104 2.0823 -1.8247 0.03 0.05 -0.04
H -0.2889 1.3285 -3.6691 -0.05 -0.02 -0.02
H 1.0139 -0.8862 -3.2302 0.03 0.03 -0.03
H 2.2951 -0.5462 -1.2022 -0.02 -0.02 0.01
H 1.5503 4.7962 3.3688 -0.01 0.02 0.01
H -0.2740 4.9558 5.0542 -0.01 0.00 0.00
H -1.8833 3.0353 5.2600 0.00 0.00 0.00
H -1.5871 1.0917 3.7915 0.01 0.00 0.00
C 1.7389 -4.4665 3.7022 0.01 -0.03 0.01
C 1.6399 -3.1333 4.4517 0.01 0.06 0.03
C 1.1822 -2.0487 3.5904 0.01 0.07 -0.05
N 0.8204 -1.2050 2.9034 -0.06 -0.03 0.33
H 2.0908 -5.2283 4.3937 0.00 0.00 0.00
H 2.4455 -4.4030 2.8771 0.00 0.00 0.00
H 0.7691 -4.7767 3.3183 0.00 0.00 0.00
H 2.6038 -2.8259 4.8630 0.00 -0.03 0.00
H 0.9391 -3.1895 5.2880 0.02 -0.04 0.01

---

Computed values of DFT total energy (unit: eV) for the preceding records, in sequence: -325759.68811 -10909.08124 -7129.57780 -55021.20910 -129195.90141.